Record 1
Computed, not measured: C28H27N3NiSSi as an isolated structure in a non-equilibrium geometry, with wB97M-V/def2-TZVPD.

Geometry as ORCA input:
```
! RIJCOSX wB97M-V def2-TZVPD def2/J DEFGRID3
* xyz 0 3
C 0.25 2.01 2.29
C 0.43 2.42 0.93
C -0.86 2.63 0.36
H 1.39 2.60 0.46
C -1.85 2.36 1.37
C -1.16 1.94 2.56
H -1.58 1.75 3.54
H 1.03 1.82 3.00
H -1.04 3.02 -0.64
H -2.92 2.53 1.28
Ni -0.71 0.68 1.08
C 0.58 -0.41 -1.31
H -0.30 -0.25 -0.63
H 1.12 -1.31 -0.94
H 1.23 0.48 -1.22
Si -0.06 -0.53 -3.01
C 1.44 -0.64 -4.08
C 2.25 0.50 -4.17
H 1.93 1.43 -3.70
C 3.46 0.42 -4.87
H 4.09 1.30 -4.94
C 3.85 -0.79 -5.47
H 4.80 -0.84 -6.01
C 3.02 -1.91 -5.39
H 3.32 -2.85 -5.86
C 1.81 -1.85 -4.69
H 1.13 -2.70 -4.60
C -1.30 0.60 -3.76
C -1.14 0.96 -5.11
H -0.33 0.52 -5.70
C -2.02 1.85 -5.73
H -1.87 2.14 -6.77
C -3.11 2.35 -5.00
H -3.80 3.05 -5.47
C -3.32 1.95 -3.67
H -4.20 2.32 -3.13
C -2.43 1.07 -3.05
H -2.63 0.73 -2.04
H -0.86 -2.02 -2.78
H -0.42 -2.11 -2.00
N 0.36 -2.27 4.70
C 0.84 -1.52 5.77
C 1.15 -1.90 7.06
C 1.36 -0.86 7.99
C 1.27 0.49 7.60
C 0.96 0.85 6.29
C 0.72 -0.17 5.36
N 0.17 -0.14 4.10
C -0.08 -1.41 3.72
C -0.84 -1.87 2.57
C -1.29 -3.15 2.39
S -2.27 -3.30 0.99
C -2.08 -1.64 0.65
N -1.27 -0.99 1.54
H 0.27 -3.28 4.67
H 1.21 -2.96 7.32
H 1.60 -1.10 9.02
H 1.43 1.26 8.35
H 0.88 1.89 5.95
H -1.09 -3.97 3.07
H -2.51 -1.16 -0.23
*
```

relative energy (zero: lowest compared OMol25 entry of this formula, charge and spin)	0.0	kcal per mole
Kohn-Sham gap (alpha / beta)	5.18 / 6.22	eV
calculated total energy	-93695.18618	eV
<S²>	2.019
maximum force	0.0732	hartree/bohr
LUMO (alpha / beta)	-0.1 / -0.1	eV
HOMO level (alpha / beta)	-5.26 / -6.31	eV

Partial atomic charges computed with the Löwdin method, in multiples of e: C -0.196; C -0.182; C -0.183; H 0.098; C -0.171; C -0.209; H 0.096; H 0.078; H 0.096; H 0.091; Ni 0.274; C -0.219; H -0.015; H 0.061; H 0.051; Si 0.607; C -0.312; C -0.099; H 0.111; C -0.082; H 0.101; C -0.089; H 0.101; C -0.085; H 0.100; C -0.092; H 0.099; C -0.284; C -0.103; H 0.100; C -0.088; H 0.104; C -0.099; H 0.099; C -0.091; H 0.102; C -0.105; H 0.085; H 0.042; H 0.024; N 0.147; C -0.192; C -0.028; C -0.091; C -0.093; C -0.006; C -0.215; N 0.165; C -0.216; C -0.237; C -0.347; S 1.033; C -0.418; N -0.049; H 0.151; H 0.109; H 0.099; H 0.100; H 0.114; H 0.075; H 0.080

---

Record 2
Computed, not measured: C28H27N4O11STl as an isolated structure in a non-equilibrium geometry, with wB97M-V/def2-TZVPD.

Geometry as ORCA input:
```
! RIJCOSX wB97M-V def2-TZVPD def2/J DEFGRID3
* xyz -2 1
Tl 1.10 0.42 0.71
O -1.76 -1.05 3.86
C -0.89 -0.52 3.16
O -0.04 -1.07 2.43
C -0.80 1.03 3.24
C -1.55 1.77 4.15
C -1.34 3.13 4.24
C -0.35 3.71 3.46
C 0.35 2.90 2.56
N 0.08 1.61 2.45
C 1.51 3.45 1.71
O 1.79 4.63 1.86
O 2.08 2.62 0.96
H -2.27 1.25 4.76
H -1.92 3.75 4.92
H -0.10 4.76 3.51
C -2.62 2.55 0.65
C -1.50 2.92 -0.26
N -0.39 2.25 -0.45
C 0.31 2.90 -1.44
C -0.41 4.00 -1.85
N -1.55 3.99 -1.09
C -0.20 5.09 -2.89
O 0.86 5.03 -3.56
O -1.11 5.92 -2.98
C 1.57 2.33 -1.94
O 2.18 3.00 -2.89
O 1.99 1.25 -1.55
H -2.53 1.51 0.92
H -3.57 2.72 0.15
H -2.60 3.16 1.56
H -2.25 4.72 -1.17
H 1.67 3.89 -3.19
C 2.70 -1.82 -0.51
O 2.84 -0.91 0.51
H 3.37 -2.68 -0.32
H 2.95 -1.40 -1.50
H 1.67 -2.23 -0.59
C 4.83 1.14 1.66
N 4.65 -0.03 2.50
C 5.48 -1.15 2.14
C 3.41 -0.22 3.03
C 3.04 -1.62 3.47
O 2.63 0.71 3.20
H 5.87 1.49 1.71
H 4.15 1.92 1.99
H 4.58 0.88 0.63
H 6.46 -0.75 1.83
H 5.04 -1.71 1.31
H 5.64 -1.82 2.99
H 3.80 -2.07 4.10
H 2.91 -2.21 2.57
H 2.09 -1.57 3.98
C -4.57 -6.56 -5.78
C -3.94 -5.57 -4.84
O -2.78 -5.31 -4.78
S -5.14 -4.79 -3.78
C -4.07 -3.69 -2.87
C -3.65 -2.51 -3.47
C -2.73 -1.71 -2.81
C -2.24 -2.08 -1.56
C -2.72 -3.25 -0.95
C -3.63 -4.06 -1.61
C -1.23 -1.32 -0.93
C -0.33 -0.69 -0.42
H -4.20 -6.39 -6.79
H -5.65 -6.50 -5.76
H -4.26 -7.56 -5.47
H -4.03 -2.24 -4.44
H -2.37 -0.81 -3.28
H -2.35 -3.53 0.02
H -3.98 -4.97 -1.17
*
```

relative energy (zero: lowest compared OMol25 entry of this formula, charge and spin)	34.3	kcal per mole
Kohn-Sham gap	6.93	eV
calculated total energy	-73489.10002	eV
maximum force	0.0218	hartree/bohr
LUMO	3.3	eV
HOMO level	-3.65	eV

Partial atomic charges computed with the Löwdin method, in multiples of e: Tl 1.052; O -0.019; C -0.646; O -0.072; C -0.161; C -0.009; C -0.067; C -0.004; C -0.167; N 0.098; C -0.619; O 0.017; O -0.061; H 0.107; H 0.098; H 0.111; C 0.011; C -0.342; N 0.121; C -0.119; C -0.061; N 0.172; C -0.618; O -0.010; O -0.014; C -0.485; O 0.102; O 0.024; H 0.082; H 0.078; H 0.071; H 0.159; H 0.065; C -0.281; O -0.389; H 0.064; H 0.071; H 0.049; C -0.045; N -0.154; C -0.073; C -0.528; C 0.002; O 0.024; H 0.081; H 0.075; H 0.094; H 0.081; H 0.081; H 0.075; H 0.068; H 0.082; H 0.080; C -0.089; C -0.775; O 0.038; S 0.989; C -0.550; C -0.105; C -0.017; C -0.238; C -0.014; C -0.103; C -0.100; C -0.048; H 0.083; H 0.051; H 0.083; H 0.104; H 0.119; H 0.124; H 0.099

---

Record 3
Computed, not measured: C28H28ClGaN5O9 as an isolated structure in a non-equilibrium geometry, with wB97M-V/def2-TZVPD.

Geometry as ORCA input:
```
! RIJCOSX wB97M-V def2-TZVPD def2/J DEFGRID3
* xyz -1 1
C 1.18 -2.01 0.42
C 2.38 -1.43 -0.36
Cl 2.85 -2.59 -1.67
C 3.57 -1.19 0.57
Ga 4.99 0.08 -0.17
O 6.43 0.09 1.19
C 7.42 -0.54 0.77
N 8.33 -1.15 0.35
H 0.36 -1.29 0.41
H 1.47 -2.14 1.45
H 0.89 -2.98 0.03
H 2.08 -0.51 -0.86
H 3.15 -0.72 1.46
H 4.01 -2.15 0.83
H 4.47 1.57 -0.36
H 5.58 -0.52 -1.52
C -3.40 -2.49 -4.01
C -2.67 -1.42 -3.51
C -2.34 -1.37 -2.17
C -2.74 -2.40 -1.34
C -3.48 -3.47 -1.81
C -3.81 -3.51 -3.16
N -2.38 -2.36 0.08
O -1.75 -1.39 0.47
O -2.71 -3.29 0.78
H -3.65 -2.54 -5.06
H -2.35 -0.63 -4.17
H -1.77 -0.54 -1.78
H -3.79 -4.26 -1.15
H -4.37 -4.34 -3.54
C 6.48 6.62 1.35
C 6.63 5.25 1.28
C 6.07 4.53 0.23
C 5.37 5.22 -0.74
C 5.20 6.59 -0.68
C 5.75 7.30 0.37
N 4.79 4.49 -1.88
O 4.94 3.29 -1.90
O 4.20 5.14 -2.73
H 6.92 7.18 2.17
H 7.19 4.73 2.05
H 6.19 3.46 0.17
H 4.64 7.12 -1.45
H 5.63 8.37 0.43
C 1.28 0.17 6.12
C 2.63 0.47 6.05
C 3.08 1.49 5.22
C 2.15 2.19 4.47
C 0.80 1.90 4.52
C 0.37 0.88 5.35
N 2.62 3.28 3.60
O 3.81 3.50 3.56
O 1.79 3.90 2.97
H 0.93 -0.62 6.77
H 3.34 -0.08 6.65
H 4.13 1.72 5.17
H 0.10 2.45 3.92
H -0.69 0.64 5.39
C -10.13 -3.55 -1.47
C -8.91 -4.20 -1.33
C -8.00 -4.21 -2.37
C -8.32 -3.55 -3.55
C -9.53 -2.90 -3.71
C -10.44 -2.91 -2.66
N -7.35 -3.53 -4.65
O -6.30 -4.12 -4.48
O -7.64 -2.92 -5.65
H -10.83 -3.55 -0.66
H -8.67 -4.70 -0.40
H -7.05 -4.71 -2.26
H -9.77 -2.40 -4.63
H -11.39 -2.40 -2.77
*
```

relative energy (zero: lowest compared OMol25 entry of this formula, charge and spin)	0.0	kcal per mole
Kohn-Sham gap	5.51	eV
calculated total energy	-120256.85344	eV
maximum force	0.0316	hartree/bohr
LUMO	0.3	eV
HOMO level	-5.18	eV

Partial atomic charges computed with the Löwdin method, in multiples of e: C -0.140; C -0.792; Cl 0.524; C -0.357; Ga 0.416; O -0.162; C -0.631; N 0.058; H 0.044; H 0.063; H 0.048; H 0.073; H 0.036; H 0.047; H -0.072; H -0.058; C -0.065; C -0.060; C 0.004; C -0.145; C -0.002; C -0.077; N -0.343; O 0.055; O 0.070; H 0.109; H 0.109; H 0.123; H 0.115; H 0.080; C -0.085; C -0.060; C 0.016; C -0.138; C -0.015; C -0.083; N -0.350; O 0.046; O 0.048; H 0.100; H 0.109; H 0.109; H 0.113; H 0.100; C -0.078; C -0.066; C 0.002; C -0.145; C -0.004; C -0.070; N -0.353; O 0.082; O 0.075; H 0.103; H 0.106; H 0.121; H 0.118; H 0.105; C -0.072; C -0.062; C 0.002; C -0.142; C -0.004; C -0.067; N -0.336; O 0.055; O 0.087; H 0.106; H 0.109; H 0.119; H 0.119; H 0.107

---

Record 4
Computed, not measured: C28H28CoN4OS4Te as an isolated structure, with wB97M-V/def2-TZVPD.

Geometry as ORCA input:
```
! RIJCOSX wB97M-V def2-TZVPD def2/J DEFGRID3
* xyz -2 2
Co 0.11 0.51 1.38
C -2.97 0.58 4.21
C -2.08 0.47 3.02
N -0.81 0.67 3.03
N -0.21 1.05 4.20
C 1.08 1.15 4.07
N 1.76 1.49 5.22
S 2.01 0.88 2.64
C -2.59 0.07 1.70
C -3.90 -0.33 1.47
C -4.25 -0.79 0.21
C -3.29 -0.84 -0.78
C -2.01 -0.40 -0.49
N -1.68 0.06 0.72
H -2.36 0.60 5.11
H -3.63 -0.28 4.25
H -3.56 1.50 4.15
H 1.18 1.93 5.92
H 2.65 1.93 5.06
H -4.62 -0.30 2.28
H -5.26 -1.14 0.02
H -3.51 -1.23 -1.77
H -1.21 -0.43 -1.21
S -1.24 -2.63 4.02
C -1.90 -3.18 2.50
C -3.17 -3.81 2.50
C -3.76 -4.34 1.37
C -3.11 -4.27 0.15
C -1.87 -3.62 0.11
C -1.25 -3.07 1.23
S 0.29 -2.24 0.93
H -3.67 -3.88 3.46
H -4.74 -4.83 1.44
H -3.54 -4.69 -0.75
H -1.35 -3.53 -0.84
Te -0.05 3.44 1.06
C -1.20 3.85 -0.67
C -2.22 3.13 -1.24
C -2.74 3.71 -2.43
C -2.13 4.88 -2.77
S -0.90 5.26 -1.63
H -2.58 2.21 -0.81
H -3.55 3.27 -3.01
H -2.33 5.52 -3.62
C 5.93 0.40 -4.72
C 4.89 0.24 -3.65
C 3.80 1.10 -3.58
C 2.83 0.99 -2.59
C 1.68 1.96 -2.58
C 2.99 -0.03 -1.63
C 2.06 -0.20 -0.50
O 1.05 0.48 -0.35
C 4.08 -0.92 -1.68
C 4.26 -2.03 -0.67
C 5.01 -0.76 -2.69
H 5.63 1.15 -5.45
H 6.09 -0.55 -5.25
H 6.89 0.70 -4.30
H 3.70 1.88 -4.32
H 1.78 2.65 -3.42
H 1.64 2.53 -1.65
H 0.72 1.45 -2.65
H 2.28 -0.97 0.25
H 4.46 -1.63 0.32
H 5.09 -2.66 -0.96
H 3.36 -2.65 -0.58
H 5.86 -1.45 -2.74
*
```

relative energy (zero: lowest compared OMol25 entry of this formula, charge and spin)	22.2	kcal per mole
Kohn-Sham gap (alpha / beta)	4.04 / 4.09	eV
calculated total energy	-125761.63629	eV
<S²>	0.760
maximum force	0.0084	hartree/bohr
LUMO (alpha / beta)	3.9 / 3.9	eV
HOMO level (alpha / beta)	-0.19 / -0.24	eV

Partial atomic charges computed with the Löwdin method, in multiples of e: Co 0.020; C -0.046; C -0.295; N -0.090; N 0.029; C -0.851; N 0.040; S 0.605; C -0.197; C 0.001; C -0.063; C -0.065; C -0.144; N 0.023; H 0.061; H 0.066; H 0.085; H 0.077; H 0.055; H 0.107; H 0.101; H 0.104; H 0.112; S 0.355; C -0.796; C -0.194; C -0.166; C -0.171; C -0.204; C -0.700; S 0.565; H 0.063; H 0.072; H 0.070; H 0.071; Te 0.656; C -1.071; C -0.274; C -0.238; C -0.485; S 0.830; H 0.070; H 0.084; H 0.036; C -0.061; C -0.272; C -0.015; C -0.167; C -0.030; C -0.076; C -0.223; O -0.145; C -0.197; C -0.039; C -0.023; H 0.068; H 0.075; H 0.077; H 0.108; H 0.076; H 0.062; H 0.090; H 0.027; H 0.094; H 0.070; H 0.079; H 0.111

---

Record 5
Computed, not measured: a 6-piece molecular cluster, C28H28F32O8 overall in a non-equilibrium geometry, with wB97M-V/def2-TZVPD.

Geometry as ORCA input:
```
! RIJCOSX wB97M-V def2-TZVPD def2/J DEFGRID3
* xyz 0 1
F 6.71 -1.31 2.46
C 5.48 -1.38 2.97
F 5.50 -2.11 4.12
C 4.91 0.01 3.25
F 3.74 -0.20 3.92
F 4.65 0.57 2.05
C 5.83 0.92 4.10
O 5.75 2.28 3.76
C 4.70 3.02 4.19
F 3.53 2.53 3.73
F 4.63 3.01 5.54
C 4.90 4.46 3.70
F 4.98 4.45 2.35
F 3.85 5.21 4.07
H 4.78 -1.89 2.30
H 6.84 0.62 3.85
H 5.59 0.73 5.15
H 5.84 4.84 4.12
F 4.05 0.33 -0.77
C 4.20 -0.97 -1.12
F 5.24 -1.49 -0.41
C 2.92 -1.76 -0.82
F 3.10 -2.44 0.35
F 2.73 -2.65 -1.82
C 1.69 -0.91 -0.62
O 1.47 -0.20 -1.83
C 0.17 0.13 -2.10
F -0.45 0.45 -0.92
F 0.15 1.22 -2.86
C -0.61 -1.05 -2.67
F -1.83 -0.65 -3.05
F 0.04 -1.60 -3.73
H 4.51 -0.99 -2.16
H 1.80 -0.23 0.23
H 0.88 -1.61 -0.41
H -0.65 -1.83 -1.91
F -1.82 3.19 -0.77
C -2.93 2.62 -1.26
F -3.96 2.90 -0.41
C -3.27 3.13 -2.66
F -2.21 2.83 -3.45
F -3.40 4.47 -2.60
C -4.54 2.51 -3.22
O -5.01 3.25 -4.34
C -4.44 3.06 -5.58
F -3.48 3.96 -5.80
F -3.94 1.80 -5.71
C -5.57 3.24 -6.60
F -5.08 3.09 -7.86
F -6.55 2.34 -6.37
H -2.81 1.53 -1.28
H -5.34 2.58 -2.49
H -4.36 1.47 -3.50
H -5.98 4.25 -6.54
F -2.79 -1.46 -0.20
C -3.27 -1.25 1.06
F -2.54 -0.25 1.59
C -4.77 -0.94 1.06
F -5.43 -2.02 0.62
F -5.02 0.10 0.22
C -5.23 -0.56 2.46
O -4.88 -1.61 3.35
C -5.85 -2.01 4.24
F -6.66 -1.02 4.62
F -6.61 -2.97 3.67
C -5.11 -2.56 5.45
F -6.00 -2.91 6.42
F -4.43 -3.68 5.09
H -3.11 -2.18 1.62
H -6.32 -0.46 2.35
H -4.81 0.38 2.79
H -4.39 -1.87 5.90
O -0.32 -4.39 1.18
C -0.22 -3.82 2.21
C -0.35 -4.35 3.62
C -0.91 -3.11 4.31
C -0.03 -2.04 3.63
O 0.04 -2.48 2.27
H -0.96 -5.25 3.64
H 0.61 -4.60 4.08
H -1.96 -2.96 4.03
H -0.87 -3.04 5.39
H -0.51 -1.07 3.70
H 0.96 -1.98 4.07
O 4.63 2.85 -5.50
C 4.15 1.77 -5.33
C 4.85 0.42 -5.34
C 3.70 -0.56 -5.38
C 2.46 0.22 -4.98
O 2.84 1.61 -5.04
H 5.52 0.35 -6.20
H 5.47 0.34 -4.44
H 3.59 -0.93 -6.40
H 3.85 -1.51 -4.85
H 1.59 0.01 -5.61
H 2.16 0.06 -3.94
*
```

relative energy (zero: lowest compared OMol25 entry of this formula, charge and spin)	2.6	kcal per mole
Kohn-Sham gap	10.26	eV
calculated total energy	-132831.00023	eV
maximum force	0.0342	hartree/bohr
LUMO	0.2	eV
HOMO level	-10.06	eV
SMILES	FC(F)C(F)(F)COC(F)(F)C(F)F.FC(F)C(F)(F)COC(F)(F)C(F)F.FC(F)C(F)(F)COC(F)(F)C(F)F.FC(F)C(F)(F)COC(F)(F)C(F)F.O=C1CCCO1.O=C1CCCO1

Partial atomic charges computed with the Löwdin method, in multiples of e: F 0.112; C -0.315; F 0.083; C -0.440; F 0.098; F 0.132; C -0.032; O 0.046; C -0.545; F 0.150; F 0.142; C -0.300; F 0.116; F 0.113; H 0.159; H 0.146; H 0.150; H 0.175; F 0.097; C -0.270; F 0.081; C -0.437; F 0.109; F 0.135; C -0.051; O 0.021; C -0.546; F 0.117; F 0.197; C -0.290; F 0.116; F 0.100; H 0.164; H 0.155; H 0.139; H 0.165; F 0.116; C -0.316; F 0.077; C -0.447; F 0.118; F 0.137; C -0.038; O 0.039; C -0.546; F 0.170; F 0.143; C -0.295; F 0.095; F 0.108; H 0.155; H 0.149; H 0.146; H 0.175; F 0.090; C -0.293; F 0.098; C -0.462; F 0.149; F 0.121; C -0.039; O 0.023; C -0.562; F 0.166; F 0.168; C -0.269; F 0.093; F 0.090; H 0.166; H 0.154; H 0.153; H 0.174; O 0.135; C -0.495; C -0.065; C -0.149; C -0.152; O 0.003; H 0.127; H 0.133; H 0.102; H 0.121; H 0.123; H 0.126; O 0.127; C -0.486; C -0.071; C -0.158; C -0.140; O 0.036; H 0.123; H 0.120; H 0.115; H 0.110; H 0.129; H 0.089

---

Record 6
Computed, not measured: a 2-piece molecular cluster, C28H28IO3 overall in a non-equilibrium geometry, with wB97M-V/def2-TZVPD.

Geometry as ORCA input:
```
! RIJCOSX wB97M-V def2-TZVPD def2/J DEFGRID3
* xyz 1 1
C 5.67 -3.28 -2.65
O 5.29 -1.93 -2.59
C 3.93 -1.67 -2.57
C 3.54 -0.31 -2.55
C 2.23 0.06 -2.45
C 1.20 -0.91 -2.40
C -0.15 -0.51 -2.34
C -1.32 -1.32 -2.41
C -2.59 -0.71 -2.49
C -3.74 -1.46 -2.57
C -3.67 -2.84 -2.57
C -2.43 -3.47 -2.53
C -1.29 -2.72 -2.45
C 1.60 -2.27 -2.47
C 2.91 -2.65 -2.54
H 6.75 -3.30 -2.69
H 5.33 -3.81 -1.76
H 5.27 -3.75 -3.55
H 4.32 0.43 -2.61
H 1.96 1.10 -2.44
H -0.33 0.55 -2.24
H -2.64 0.36 -2.49
H -4.69 -0.97 -2.61
H -4.57 -3.43 -2.57
H -2.37 -4.55 -2.56
H -0.19 -3.18 -2.48
H 0.69 -3.03 -2.49
H 3.15 -3.70 -2.59
C 2.88 3.12 1.04
C 1.61 2.41 1.52
C 1.39 2.70 3.02
C 0.40 2.94 0.69
C -0.85 2.09 0.77
O -1.95 2.61 0.62
C -0.69 0.72 1.03
I -2.37 -0.45 0.80
C -3.31 0.33 2.58
C -4.58 0.78 2.28
C -5.37 1.35 3.26
C -4.87 1.48 4.54
C -3.60 1.02 4.84
C -2.82 0.44 3.86
C 0.52 0.08 1.36
O 0.55 -1.10 1.70
C 1.80 0.87 1.30
H 3.05 2.91 -0.01
H 2.81 4.20 1.17
H 3.75 2.76 1.59
H 0.50 2.19 3.38
H 2.23 2.35 3.62
H 1.27 3.77 3.19
H 0.15 3.95 1.01
H 0.68 3.03 -0.36
H -4.93 0.68 1.26
H -6.35 1.71 3.01
H -5.48 1.93 5.31
H -3.21 1.12 5.85
H -1.82 0.09 4.08
H 2.27 0.71 0.33
H 2.51 0.47 2.03
*
```

Kohn-Sham gap	5.00	eV
calculated total energy	-43722.33288	eV
maximum force	0.1314	hartree/bohr
LUMO	-5.6	eV
HOMO level	-10.64	eV

Partial atomic charges computed with the Löwdin method, in multiples of e: C -0.063; O -0.034; C -0.175; C 0.034; C 0.006; C -0.181; C 0.133; C -0.238; C -0.082; C -0.066; C -0.023; C -0.035; C 0.008; C 0.038; C 0.029; H 0.106; H 0.105; H 0.103; H 0.132; H 0.128; H 0.132; H 0.124; H 0.121; H 0.122; H 0.122; H 0.084; H 0.086; H 0.117; C -0.054; C -0.517; C -0.028; C -0.052; C -0.532; O -0.003; C -0.453; I 1.788; C -0.469; C -0.164; C -0.063; C -0.066; C -0.060; C -0.094; C -0.539; O -0.026; C -0.054; H 0.072; H 0.090; H 0.089; H 0.083; H 0.090; H 0.090; H 0.134; H 0.124; H 0.083; H 0.112; H 0.112; H 0.115; H 0.115; H 0.108; H 0.136